# 1
Molecular formula: C43H53InN5
Method: DFT, ωB97M-V with the def2-TZVPD basis set

Its charge is +1. The value obtained for the orbital gap is 7.65 eV. The value obtained for the total energy is -2134.10009 Ha. The HOMO energy comes out at -10.629 eV.

Positions of all 102 atoms, in Å:
In1 -0.42499 -0.44724 -0.45319
C1 4.54888 0.14326 -1.13413
C2 3.54587 -0.95395 -0.90949
C3 3.09904 -1.74702 -1.96449
C4 2.23585 -2.81160 -1.74025
C5 1.80244 -3.09813 -0.45250
C6 2.23156 -2.30755 0.60578
C7 3.08453 -1.24007 0.37228
H1 5.56299 -0.25747 -1.08772
H2 4.46563 0.91639 -0.37037
H3 4.42567 0.60623 -2.11279
H4 3.45041 -1.54184 -2.96960
H5 1.90752 -3.42421 -2.57075
H6 1.13347 -3.93134 -0.27858
H7 1.90928 -2.52095 1.61764
H8 3.40596 -0.62233 1.20047
N1 -3.71293 -1.28671 -2.62315
C8 -3.96925 -0.95277 -1.30246
C9 -5.26121 -1.22969 -0.82568
C10 -5.58259 -0.89079 0.46473
C11 -4.62230 -0.28357 1.27115
C12 -3.38515 -0.06154 0.72210
N2 -3.04088 -0.38711 -0.53539
C13 -2.61784 -1.08941 -3.45890
C14 -2.86171 -1.15530 -4.83804
C15 -1.80464 -1.04082 -5.70889
C16 -0.52105 -0.86153 -5.19897
C17 -0.38110 -0.80727 -3.83259
N3 -1.39906 -0.91588 -2.96504
H9 -4.53501 -1.58824 -3.12028
H10 -5.98623 -1.70720 -1.47125
H11 -6.57298 -1.09818 0.84718
H12 -4.83439 0.00337 2.28991
H13 -2.59829 0.39098 1.31530
H14 -3.86944 -1.29643 -5.20564
H15 -1.97442 -1.09059 -6.77596
H16 0.33947 -0.76609 -5.84385
H17 0.60104 -0.68269 -3.38699
C18 -4.63110 3.27458 0.01628
C19 -3.33198 3.62860 0.74401
C20 -3.59618 4.69840 1.80726
C21 -2.25951 4.07400 -0.23495
C22 -2.58853 5.12962 -1.08459
C23 -1.70306 5.61032 -2.02497
C24 -0.45214 5.02795 -2.13572
C25 -0.06907 3.97201 -1.32149
C26 1.32707 3.40799 -1.52362
C27 2.22148 3.45645 -0.28263
C28 1.30689 2.00067 -2.13346
C29 -0.97988 3.50093 -0.36011
N4 -0.52922 2.42720 0.47546
C30 -0.52778 2.63802 1.72529
C31 0.00747 1.70794 2.74868
N5 0.30080 0.48641 2.57375
C32 1.02106 -0.12117 3.65326
C33 0.45791 -1.19158 4.37365
C34 1.17747 -1.71360 5.44093
C35 2.42586 -1.22597 5.78689
C36 2.97089 -0.19136 5.05598
C37 2.29269 0.38221 3.98280
C38 2.98967 1.50540 3.22690
C39 2.92179 2.83188 3.99361
C40 4.46307 1.18847 2.94275
C41 -0.92733 -1.76677 4.13707
C42 -1.10825 -2.43811 2.77911
C43 -2.03366 -0.74274 4.41267
H18 -5.37126 2.90600 0.72722
H19 -4.46568 2.50391 -0.73749
H20 -5.05876 4.14522 -0.48114
H21 -2.99721 2.72809 1.25890
H22 -4.00082 5.60360 1.35219
H23 -2.68526 4.98076 2.33593
H24 -4.32141 4.34020 2.53936
H25 -3.56364 5.59016 -0.99512
H26 -1.98192 6.43479 -2.66671
H27 0.25149 5.40388 -2.86791
H28 1.78826 4.07232 -2.25825
H29 1.91581 2.71628 0.45751
H30 2.20284 4.44337 0.18124
H31 3.25339 3.23767 -0.56345
H32 1.42027 1.23851 -1.35841
H33 2.12991 1.86745 -2.83721
H34 0.37732 1.81843 -2.67510
H35 -0.83173 3.60930 2.12646
H36 0.18204 2.18925 3.71459
H37 0.74442 -2.52596 6.01098
H38 2.96908 -1.65358 6.61810
H39 3.94862 0.18724 5.32271
H40 2.49208 1.63862 2.26233
H41 3.38667 2.72167 4.97469
H42 1.90169 3.17742 4.15595
H43 3.46078 3.61079 3.45261
H44 5.07334 1.31387 3.83758
H45 4.85135 1.87789 2.19201
H46 4.61175 0.16959 2.58762
H47 -1.03920 -2.55516 4.88631
H48 -1.21210 -1.69464 1.99402
H49 -2.01282 -3.04850 2.77928
H50 -0.26417 -3.08276 2.53399
H51 -1.96904 0.10508 3.73003
H52 -1.96700 -0.36125 5.43159
H53 -3.01539 -1.20281 4.28483

Mulliken population analysis, charges in e, atoms 1 to 6: atom 1 (In): 0.8915, atom 2 (C): -1.4024, atom 3 (C): 0.3539, atom 4 (C): -0.4832, atom 5 (C): -0.5094, atom 6 (C): -0.4096

# 2
Molecular formula: C19H18BrN5O2RhS2Si
Method: DFT, ωB97M-V with the def2-TZVPD basis set

Its charge is -1. The value obtained for the orbital gap is 7.46 eV. The value obtained for the total energy is -4929.75575 Ha. The HOMO energy comes out at -5.256 eV.

Positions of all 49 atoms, in Å:
Rh1 -0.02221 -0.18827 0.56550
C1 -1.80009 -2.49763 -1.79005
C2 -0.31296 -2.34551 -1.90127
C3 0.46682 -3.12627 -2.73943
C4 1.85022 -2.95103 -2.70972
C5 2.43473 -2.02194 -1.88050
C6 1.59477 -1.22315 -1.08068
N1 0.24992 -1.42179 -1.13002
N2 1.88915 -0.25802 -0.19049
Si1 3.42381 0.49622 0.07320
C7 3.22607 2.08705 1.02597
C8 4.55977 -0.66945 1.01605
C9 4.22286 0.93004 -1.57972
H1 -2.20670 -3.05182 -2.63424
H2 -2.27527 -1.51967 -1.72294
H3 -2.04402 -3.03909 -0.87225
H4 0.00846 -3.86191 -3.38498
H5 2.47778 -3.56987 -3.34061
H6 3.50845 -1.91080 -1.82737
H7 2.88434 1.92002 2.04751
H8 2.50782 2.74893 0.53913
H9 4.19121 2.60073 1.06339
H10 4.13348 -0.90182 1.99423
H11 5.54437 -0.22047 1.17393
H12 4.69853 -1.61326 0.48308
H13 3.52865 1.51219 -2.18986
H14 4.53715 0.06226 -2.16194
H15 5.10902 1.54679 -1.40540
S1 -0.42868 1.89149 -0.22639
C10 -0.24289 2.53167 1.36501
S2 0.10417 1.20047 2.39909
C11 -0.32529 3.85842 1.72123
C12 -0.12139 4.26043 3.06996
N3 0.04395 4.58608 4.16336
C13 -0.59834 4.85544 0.74442
N4 -0.82152 5.66078 -0.04993
Br1 -4.02466 -5.80433 4.19767
C14 -4.09337 -4.13969 3.29271
C15 -5.31916 -3.52332 3.09430
N5 -5.44015 -2.35862 2.46730
C16 -4.33165 -1.77432 2.01845
C17 -3.06488 -2.32434 2.17756
C18 -2.93870 -3.54110 2.83103
C19 -1.84289 -1.63883 1.65323
O1 -2.00342 -0.53189 1.04708
O2 -0.73165 -2.17559 1.81271
H16 -6.23046 -3.98812 3.45249
H17 -4.43678 -0.82053 1.51753
H18 -1.95905 -3.97902 2.96073

Mulliken population analysis, charges in e, atoms 1 to 6: atom 1 (Rh): -0.1126, atom 2 (C): -1.3970, atom 3 (C): 0.4962, atom 4 (C): -0.6629, atom 5 (C): -0.5319, atom 6 (C): -0.6562

# 3
Molecular formula: C3H4S2
Method: DFT, ωB97M-V with the def2-TZVPD basis set

The value obtained for the orbital gap is 8.21 eV. The value obtained for the total energy is -912.89454 Ha. The HOMO energy comes out at -8.397 eV.

Positions of all 9 atoms, in Å:
C1 -1.61239 -0.16358 -0.44305
C2 -0.43365 0.67924 -0.10868
C3 1.53006 -0.19975 0.42228
S1 -1.83111 1.00451 0.89325
S2 -1.01015 0.79168 -1.81111
H1 -1.68463 -1.26226 -0.59523
H2 2.22619 -0.30897 -0.47140
H3 1.02025 -1.09110 0.96332
H4 1.79542 0.55024 1.15062

Mulliken population analysis, charges in e, atoms 1 to 6: atom 1 (C): -0.3053, atom 2 (C): 0.0804, atom 3 (C): -0.6040, atom 4 (S): -0.1482, atom 5 (S): -0.1625, atom 6 (H): 0.3411

# 4
Molecular formula: C5H14NO
Method: DFT, ωB97M-V with the def2-TZVPD basis set

Its charge is +1. As for the SMILES: CCC[C@@H]([NH3+])CO. The value obtained for the orbital gap is 11.42 eV. The value obtained for the total energy is -328.62520 Ha. The HOMO energy comes out at -14.851 eV.

Positions of all 21 atoms, in Å:
C1 -1.32184 1.80562 1.00972
C2 -0.33125 0.91397 1.76612
C3 -0.00071 -0.44208 1.05222
C4 0.87250 -0.20423 -0.19197
N1 1.61162 -1.50752 -0.48444
C5 0.13400 0.22989 -1.45051
O1 -1.01517 -0.63201 -1.56924
H1 -2.24176 1.95820 1.59599
H2 -0.84648 2.76582 0.82852
H3 -1.79184 1.19657 0.24687
H4 -0.60265 0.74017 2.79585
H5 0.68308 1.35013 1.82365
H6 -0.88445 -1.02649 0.81632
H7 0.58991 -1.02427 1.76333
H8 1.58997 0.52708 0.20396
H9 1.90469 -1.91428 0.40412
H10 2.35786 -1.38223 -1.16490
H11 0.92652 -2.19109 -0.81195
H12 -0.02865 1.30605 -1.39945
H13 0.57501 -0.05358 -2.42543
H14 -1.81887 -0.12324 -1.51412

Mulliken population analysis, charges in e, atoms 1 to 6: atom 1 (C): -0.9197, atom 2 (C): -0.5446, atom 3 (C): -1.0188, atom 4 (C): 0.2376, atom 5 (N): -0.2561, atom 6 (C): -0.9029